No. 1
Below is C5H8O in the gas phase, with properties calculated with the ωB97M-V functional and the def2-TZVPD basis.

- energy above the lowest of the compared OMol25 structures with the same formula, charge and spin (kcal/mol) = 56.8
- SMILES string = C#CC(C)(C)O
- gap between HOMO and LUMO (eV) = 10.9254
- LUMO energy (eV) = 0.921

Last column: Mulliken charge in e.
Geometry (Å):
C (0.429, -0.084, -1.461)  -1.42
C (-0.036, 0.090, -0.019)  1.57
C (-1.394, 0.766, 0.107)  -1.52
O (0.875, 0.994, 0.612)  -0.53
C (0.089, -1.139, 0.802)  -0.91
C (0.616, -1.688, 1.737)  -0.11
H (1.359, -0.661, -1.485)  0.35
H (-0.300, -0.582, -2.103)  0.35
H (0.631, 0.918, -1.849)  0.36
H (-1.705, 0.782, 1.154)  0.36
H (-2.163, 0.270, -0.489)  0.37
H (-1.277, 1.798, -0.237)  0.37
H (1.725, 0.534, 0.631)  0.38
H (1.152, -1.997, 2.601)  0.38

No. 2
Below is C5H8O in the gas phase at a distorted geometry, with properties calculated with the ωB97M-V functional and the def2-TZVPD basis.

- energy above the lowest of the compared OMol25 structures with the same formula, charge and spin (kcal/mol) = 50.0
- SMILES string = OC1CC=CC1
- gap between HOMO and LUMO (eV) = 10.2452
- LUMO energy (eV) = 1.008

Last column: Mulliken charge in e.
Geometry (Å):
O (-2.211, 0.767, -0.043)  -0.55
C (-0.945, 0.169, -0.337)  0.07
C (0.157, 1.107, 0.122)  -0.63
C (1.417, 0.310, 0.123)  -0.56
C (1.213, -1.002, 0.121)  -0.20
C (-0.244, -1.405, 0.063)  -0.74
H (-2.063, 1.708, 0.172)  0.34
H (-0.977, -0.016, -1.412)  0.21
H (-0.100, 1.369, 1.160)  0.31
H (0.229, 2.048, -0.437)  0.38
H (2.384, 0.789, 0.186)  0.39
H (2.038, -1.700, 0.273)  0.37
H (-0.522, -1.950, -0.836)  0.28
H (-0.376, -2.195, 0.843)  0.33

No. 3
Below is C5H8O in the gas phase, with properties calculated with the ωB97M-V functional and the def2-TZVPD basis.

- energy above the lowest of the compared OMol25 structures with the same formula, charge and spin (kcal/mol) = 99.4
- gap between HOMO and LUMO (eV) = 8.6735
- LUMO energy (eV) = 0.258

Last column: Mulliken charge in e.
Geometry (Å):
C (-1.883, 0.326, 0.435)  -1.03
C (-0.436, 0.604, 0.308)  -0.03
C (0.542, -0.401, 0.847)  -0.58
C (1.594, -0.261, -0.270)  -0.47
C (0.703, 0.267, -1.391)  0.11
O (-0.270, -0.408, -1.740)  -0.50
H (-2.151, 0.835, 1.378)  0.37
H (-2.169, -0.731, 0.529)  0.30
H (-2.464, 0.811, -0.354)  0.30
H (0.928, -0.037, 1.808)  0.32
H (0.164, -1.424, 0.987)  0.28
H (2.366, 0.469, -0.009)  0.29
H (2.060, -1.208, -0.565)  0.30
H (1.016, 1.158, -1.962)  0.34

No. 4
Below is a molecular structure, C5H8O, with properties calculated with the ωB97M-V functional and the def2-TZVPD basis.

- energy above the lowest of the compared OMol25 structures with the same formula, charge and spin (kcal/mol) = 56.0
- gap between HOMO and LUMO (eV) = 10.2947
- LUMO energy (eV) = 1.114

Last column: Mulliken charge in e.
Geometry (Å):
C (1.612, -0.282, 0.401)  -1.19
C (0.628, 0.583, -0.342)  0.04
C (-0.675, 0.049, -0.882)  -0.33
C (-1.308, -0.810, 0.203)  -0.45
O (-1.192, 0.244, 1.184)  -0.41
C (-0.660, 1.108, 0.188)  -0.16
H (1.189, -1.184, 0.853)  0.28
H (2.130, 0.274, 1.191)  0.27
H (2.312, -0.609, -0.370)  0.34
H (1.121, 1.291, -1.007)  0.40
H (-0.964, 0.067, -1.927)  0.37
H (-0.769, -1.716, 0.509)  0.19
H (-2.359, -1.044, 0.019)  0.28
H (-0.940, 2.158, 0.201)  0.37

- Which value of energy above the lowest of the compared OMol25 structures with the same formula, charge and spin does entry 4 give?
  56.0 kcal/mol

- Number 1 is which compound?
  C5H8O